{"formula": "C29H45Br2F15O11P", "method": "ωB97M-V/def2-TZVPD", "homo_ev": -12.01, "homo_lumo_gap_ha": 0.309, "multiplicity": 1, "e_tot_ha": -8946.92340, "charge": 1, "max_force_ev_per_a": 0.91, "species": ["C", "C", "C", "C", "P", "Br", "Br", "C", "C", "C", "C", "O", "C", "H", "H", "H", "H", "H", "H", "H", "H", "H", "H", "H", "H", "H", "H", "H", "H", "H", "H", "H", "H", "C", "C", "O", "C", "O", "C", "F", "F", "F", "H", "H", "H", "H", "H", "C", "C", "O", "C", "O", "C", "F", "F", "F", "H", "H", "H", "H", "H", "C", "C", "O", "C", "O", "C", "F", "F", "F", "H", "H", "H", "H", "H", "C", "C", "O", "C", "O", "C", "F", "F", "F", "H", "H", "H", "H", "H", "C", "C", "O", "C", "O", "C", "F", "F", "F", "H", "H", "H", "H", "H"], "xyz": [[-2.437, 2.883, 7.120], [-2.661, 1.402, 7.388], [-2.240, 0.527, 6.201], [-2.048, -0.951, 6.608], [-0.343, -1.513, 6.621], [-0.269, -3.372, 7.664], [0.831, -0.093, 7.701], [0.395, -1.757, 4.998], [0.002, -0.709, 3.947], [0.594, -1.089, 2.585], [-0.004, -0.285, 1.417], [-0.443, -1.107, 0.361], [-1.692, -1.713, 0.631], [-2.872, 3.184, 6.161], [-1.373, 3.134, 7.089], [-2.898, 3.500, 7.893], [-2.100, 1.097, 8.280], [-3.715, 1.205, 7.609], [-1.333, 0.944, 5.748], [-2.998, 0.556, 5.413], [-2.571, -1.664, 5.956], [-2.414, -1.138, 7.625], [1.478, -1.764, 5.168], [0.103, -2.768, 4.689], [0.381, 0.272, 4.255], [-1.089, -0.625, 3.871], [0.432, -2.154, 2.383], [1.675, -0.934, 2.629], [-0.838, 0.341, 1.777], [0.737, 0.389, 0.980], [-1.705, -2.210, 1.613], [-2.500, -0.971, 0.597], [-1.877, -2.472, -0.129], [0.153, -1.244, -3.135], [-0.400, -2.643, -3.041], [-1.310, -2.939, -4.130], [-0.778, -3.283, -5.292], [0.379, -3.357, -5.580], [-1.935, -3.654, -6.254], [-2.901, -2.726, -6.232], [-2.467, -4.817, -5.825], [-1.524, -3.807, -7.499], [-0.653, -0.512, -3.200], [0.725, -1.042, -2.231], [0.806, -1.139, -4.001], [-1.022, -2.768, -2.158], [0.391, -3.394, -3.037], [5.802, 2.910, 1.358], [4.451, 2.776, 0.703], [4.275, 1.439, 0.149], [3.788, 0.514, 0.935], [3.414, 0.620, 2.071], [3.628, -0.809, 0.138], [4.729, -1.128, -0.540], [2.617, -0.671, -0.736], [3.324, -1.815, 0.957], [6.595, 2.662, 0.654], [5.941, 3.944, 1.678], [5.884, 2.266, 2.233], [4.348, 3.414, -0.168], [3.631, 2.966, 1.393], [5.723, 0.075, -5.221], [4.394, 0.211, -4.518], [4.373, 1.399, -3.675], [4.115, 2.540, -4.286], [3.879, 2.725, -5.442], [4.091, 3.690, -3.246], [5.125, 3.617, -2.396], [2.972, 3.582, -2.498], [4.099, 4.874, -3.833], [6.539, 0.050, -4.499], [5.734, -0.858, -5.785], [5.882, 0.896, -5.918], [4.213, -0.603, -3.820], [3.566, 0.282, -5.222], [-1.476, 4.238, -3.418], [-0.347, 4.096, -2.427], [-0.697, 4.685, -1.143], [-1.389, 3.917, -0.324], [-1.753, 2.791, -0.501], [-1.635, 4.661, 1.012], [-2.053, 5.913, 0.822], [-0.485, 4.707, 1.713], [-2.539, 4.019, 1.748], [-1.746, 5.285, -3.546], [-1.154, 3.846, -4.384], [-2.354, 3.678, -3.096], [0.539, 4.645, -2.734], [-0.085, 3.053, -2.255], [-4.899, -4.082, -3.717], [-3.947, -4.630, -2.683], [-3.858, -3.754, -1.520], [-4.800, -3.897, -0.608], [-5.714, -4.664, -0.601], [-4.541, -2.911, 0.561], [-4.260, -1.677, 0.127], [-3.481, -3.335, 1.286], [-5.588, -2.843, 1.371], [-4.606, -3.071, -4.001], [-4.841, -4.708, -4.607], [-5.931, -4.071, -3.370], [-2.928, -4.653, -3.061], [-4.236, -5.623, -2.342]], "lowdin_charge": [-0.10, -0.27, -0.27, -0.36, 0.13, 0.54, 0.56, -0.37, -0.24, -0.16, -0.21, -0.18, -0.10, 0.08, 0.08, 0.08, 0.09, 0.12, 0.08, 0.13, 0.11, 0.09, 0.11, 0.10, 0.12, 0.11, 0.12, 0.09, 0.13, 0.12, 0.09, 0.10, 0.08, -0.04, -0.17, 0.01, -0.40, 0.18, -0.54, 0.16, 0.15, 0.19, 0.09, 0.06, 0.08, 0.10, 0.13, -0.05, -0.17, 0.05, -0.41, 0.14, -0.54, 0.18, 0.16, 0.17, 0.09, 0.09, 0.08, 0.10, 0.13, -0.05, -0.18, 0.03, -0.41, 0.18, -0.53, 0.16, 0.14, 0.19, 0.09, 0.09, 0.08, 0.12, 0.12, -0.05, -0.19, 0.04, -0.41, 0.16, -0.54, 0.18, 0.15, 0.17, 0.09, 0.09, 0.08, 0.12, 0.12, -0.05, -0.17, 0.02, -0.40, 0.18, -0.53, 0.14, 0.12, 0.19, 0.08, 0.08, 0.08, 0.11, 0.13]}

{"formula": "C14H13N11O2Re", "method": "ωB97M-V/def2-TZVPD", "homo_ev": [-8.75, -8.88], "homo_lumo_gap_ha": [0.259, 0.260], "multiplicity": 2, "e_tot_ha": -1372.33105, "max_force_ev_per_a": 0.87, "de_lowest_kj_mol": 0.0, "species": ["Re", "C", "C", "O", "C", "C", "C", "N", "N", "C", "O", "C", "C", "C", "C", "C", "C", "H", "H", "H", "H", "H", "H", "H", "H", "H", "H", "H", "H", "N", "C", "N", "N", "N", "N", "C", "N", "N", "N", "N", "H"], "xyz": [[0.222, -0.148, 0.106], [3.063, 2.145, -2.119], [1.675, 1.807, -1.679], [1.586, 0.808, -0.843], [0.571, 2.481, -2.109], [-0.749, 2.191, -1.718], [-1.846, 3.034, -2.287], [-1.061, 1.209, -0.873], [-2.438, 1.101, -0.629], [-2.620, 0.133, 0.192], [-1.570, -0.548, 0.637], [-3.958, -0.259, 0.667], [-4.118, -1.313, 1.555], [-5.391, -1.660, 1.986], [-6.496, -0.958, 1.530], [-6.335, 0.098, 0.639], [-5.069, 0.448, 0.207], [3.787, 1.480, -1.657], [3.298, 3.174, -1.847], [3.140, 2.060, -3.203], [0.720, 3.296, -2.800], [-1.436, 3.787, -2.954], [-2.405, 3.508, -1.480], [-2.558, 2.404, -2.820], [-3.253, -1.858, 1.908], [-5.520, -2.481, 2.678], [-7.488, -1.231, 1.867], [-7.196, 0.647, 0.282], [-4.927, 1.266, -0.484], [1.710, -2.689, 2.017], [1.603, -1.441, 2.556], [2.010, -1.097, 3.745], [1.718, 0.243, 3.813], [1.180, 0.668, 2.752], [1.070, -0.402, 1.877], [1.391, -2.948, 0.716], [1.589, -4.082, 0.104], [1.141, -3.844, -1.172], [0.710, -2.665, -1.313], [0.841, -2.018, -0.094], [2.148, -3.415, 2.561]], "lowdin_charge": [1.70, 0.00, -0.39, -0.20, -0.01, -0.28, -0.02, -0.11, 0.09, -0.39, -0.21, -0.15, -0.02, -0.07, -0.08, -0.07, -0.02, 0.09, 0.10, 0.10, 0.12, 0.08, 0.09, 0.09, 0.12, 0.11, 0.10, 0.10, 0.11, 0.17, -0.45, 0.06, -0.05, -0.04, -0.18, -0.45, 0.06, -0.05, -0.04, -0.18, 0.16]}

{"formula": "C11H15N", "method": "ωB97M-V/def2-TZVPD", "homo_ev": [0.63, -2.86], "homo_lumo_gap_ha": [0.116, 0.242], "multiplicity": 2, "e_tot_ha": -482.85296, "charge": -1, "max_force_ev_per_a": 2.54, "de_lowest_kj_mol": 45.0, "species": ["C", "C", "H", "H", "H", "H", "H", "H", "C", "C", "C", "C", "C", "C", "C", "C", "C", "N", "H", "H", "H", "H", "H", "H", "H", "H", "H"], "xyz": [[1.454, -1.402, -1.747], [2.632, -0.462, -1.353], [1.837, -2.422, -1.762], [0.671, -1.172, -1.019], [1.053, -1.221, -2.742], [3.287, -0.903, -0.613], [3.184, -0.344, -2.304], [2.278, 0.542, -1.143], [1.074, 2.261, 0.494], [-1.895, 0.046, 0.196], [-0.667, 0.410, 0.769], [-0.260, 1.653, 0.172], [-1.312, 2.090, -0.594], [-2.596, -1.114, 0.531], [-1.953, -1.938, 1.509], [-0.041, -0.432, 1.743], [-0.717, -1.601, 2.066], [-2.305, 1.105, -0.637], [-3.207, 1.266, -1.039], [-3.606, -1.299, 0.190], [-1.224, 2.856, -1.351], [-2.480, -2.817, 1.859], [0.998, -0.267, 2.004], [1.788, 1.563, 0.914], [0.789, 2.997, 1.277], [-0.359, -2.296, 2.813], [1.578, 2.900, -0.233]], "lowdin_charge": [-0.15, -0.16, 0.05, 0.05, 0.05, 0.05, 0.05, 0.03, -0.09, -0.26, -0.21, -0.28, -0.17, -0.11, -0.19, -0.12, -0.20, 0.04, 0.11, 0.05, 0.07, 0.06, 0.06, 0.05, 0.07, 0.07, 0.06]}